1.
{"formula": "C29H49N7O6PS", "method": "the ωB97M-V functional and the def2-TZVPD basis", "elements": ["C", "O", "C", "C", "C", "C", "C", "C", "C", "C", "N", "C", "C", "S", "C", "N", "N", "C", "O", "C", "N", "C", "C", "C", "O", "N", "C", "C", "C", "C", "C", "C", "C", "C", "C", "O", "N", "C", "C", "C", "O", "O", "P", "N", "H", "H", "H", "H", "H", "H", "H", "H", "H", "H", "H", "H", "H", "H", "H", "H", "H", "H", "H", "H", "H", "H", "H", "H", "H", "H", "H", "H", "H", "H", "H", "H", "H", "H", "H", "H", "H", "H", "H", "H", "H", "H", "H", "H", "H", "H", "H", "H", "H"], "positions_angstrom": [[7.7896, 3.0478, 1.7201], [7.4347, 3.4254, 0.4036], [6.3672, 4.3563, 0.3488], [5.7943, 4.3984, -1.0619], [4.4849, 3.5993, -1.2234], [4.3685, 2.9300, -2.5917], [3.4488, 1.6971, -2.6905], [2.1886, 1.7778, -1.8476], [1.2491, 0.6096, -2.1681], [0.1887, 0.3614, -1.0762], [0.2773, -0.9514, -0.4187], [1.6040, -1.3417, 0.0857], [2.2796, -2.4214, -0.7546], [4.0272, -2.7122, -0.3479], [4.6111, -1.1644, 0.2038], [4.2331, -0.4852, 1.2320], [5.0447, 0.6375, 1.2680], [5.8603, 0.5284, 0.2766], [5.6395, -0.5893, -0.4605], [-0.7574, -1.7120, -0.2513], [-1.9727, -1.2830, -0.7657], [-3.0811, -1.2617, 0.1868], [-2.9622, -0.1172, 1.2127], [-4.3774, 0.3012, 1.5333], [-5.0838, -0.4557, 2.1358], [-4.8038, 1.5146, 1.0100], [-6.1832, 1.8532, 1.2887], [-7.1452, 1.6085, 0.3135], [-8.4799, 1.9457, 0.5494], [-8.8324, 2.5178, 1.7758], [-7.8698, 2.7549, 2.7585], [-6.5380, 2.4211, 2.5154], [-2.2823, -1.7522, -2.1383], [-3.2854, -2.8972, -2.2698], [-4.6389, -2.4339, -2.7939], [-2.6839, -3.7680, -3.2408], [-0.5618, -2.9229, 0.4609], [-0.9265, -2.8592, 1.8920], [0.2368, -3.2686, 2.8250], [0.5529, -2.1092, 3.7214], [1.2660, -1.2125, 3.3860], [-0.0792, -2.1189, 4.8987], [-1.0223, -4.3963, -0.3076], [-2.3426, -5.0186, 0.2278], [7.4949, 3.7908, 2.4592], [8.8701, 2.9382, 1.7553], [7.3480, 2.0950, 2.0026], [5.5931, 4.1349, 1.0863], [6.7591, 5.3421, 0.6176], [6.5691, 4.0572, -1.7412], [5.5633, 5.4443, -1.2442], [3.6526, 4.2817, -1.0670], [4.4206, 2.8793, -0.4107], [3.9241, 3.6632, -3.2652], [5.3564, 2.6945, -2.9771], [3.1852, 1.5970, -3.7409], [4.0239, 0.8260, -2.3797], [1.6551, 2.7099, -2.0214], [2.4691, 1.7198, -0.7972], [0.7071, 0.8574, -3.0752], [1.8253, -0.2848, -2.3853], [0.2961, 1.1086, -0.2921], [-0.7887, 0.5077, -1.5075], [2.2388, -0.4681, 0.1083], [1.5293, -1.6482, 1.1207], [1.8068, -3.3763, -0.5457], [2.1605, -2.2575, -1.8213], [6.6437, 1.2301, 0.0523], [-3.2306, -2.1993, 0.7206], [-4.0007, -1.0909, -0.3593], [-2.5408, -0.4402, 2.1585], [-2.4084, 0.7224, 0.7989], [-4.1805, 2.2617, 1.2957], [-6.8366, 1.1582, -0.6179], [-9.2176, 1.7713, -0.2157], [-9.8626, 2.7703, 1.9735], [-8.1450, 3.1921, 3.7045], [-5.7818, 2.5942, 3.2658], [-1.3569, -2.0301, -2.6333], [-2.6583, -0.8965, -2.6980], [-3.4235, -3.4659, -1.3498], [-4.5061, -1.8900, -3.7219], [-5.1571, -1.8431, -2.0426], [-5.2452, -3.3181, -2.9685], [-3.2741, -4.5160, -3.3760], [-1.8078, -3.4459, 2.1306], [-1.1745, -1.8292, 2.1167], [-0.0180, -4.1154, 3.4518], [1.1504, -3.4478, 2.2723], [0.4544, -1.5784, 5.4998], [-1.0118, -4.0480, -1.6619], [0.0761, -5.2540, -0.1150], [-2.1835, -5.9380, 0.6194]], "atomic_forces_ev_per_a": [[0.374, 0.084, 0.047], [-0.336, -0.450, 0.014], [0.205, 0.439, -0.085], [-0.570, 0.166, 0.670], [0.572, -0.194, 0.047], [-0.867, 0.289, -0.072], [0.536, 0.587, 0.226], [0.045, -0.594, -0.100], [-0.164, 0.242, 0.215], [0.226, 0.628, -0.319], [-0.023, -0.251, -0.239], [0.546, -0.187, -0.007], [-0.380, 0.013, 0.032], [0.082, -0.234, 0.100], [-0.198, -0.108, -0.024], [0.082, -0.029, -0.113], [0.115, 0.012, -0.155], [-0.388, -0.097, 0.415], [0.287, 0.408, 0.091], [0.063, -0.049, -0.118], [0.053, -0.763, 0.130], [-0.137, 0.218, 0.506], [-0.188, 0.356, -0.166], [0.292, 0.124, 0.025], [-0.704, -0.653, 0.207], [-0.286, 0.142, 0.535], [-0.320, 0.232, 0.168], [-0.085, 0.181, 0.384], [0.613, 0.128, 0.615], [0.251, -0.153, -0.147], [0.269, -0.257, -0.574], [-0.364, -0.097, -0.533], [-0.111, 0.729, 0.017], [-0.095, -0.351, -0.699], [0.285, -0.394, 0.519], [0.119, 0.001, 0.094], [-0.830, 0.161, -0.424], [0.695, 0.174, 0.707], [-0.372, 0.161, 0.335], [-0.216, -0.111, -0.003], [0.729, 0.721, -0.293], [0.197, -0.670, 0.398], [-0.444, -0.834, 0.521], [0.280, 0.226, -0.225], [-0.026, 0.142, 0.016], [0.119, 0.014, 0.014], [-0.240, -0.133, 0.051], [-0.117, -0.280, 0.061], [0.101, 0.064, 0.033], [0.074, 0.079, -0.183], [0.200, 0.132, -0.459], [-0.197, -0.001, 0.026], [0.064, -0.326, 0.058], [0.265, 0.210, -0.212], [0.080, -0.142, -0.080], [-0.027, -0.329, -0.143], [-0.059, -0.342, -0.061], [0.001, 0.212, 0.117], [-0.021, 0.204, 0.213], [0.009, -0.137, -0.274], [0.074, -0.130, 0.034], [0.134, 0.012, 0.220], [-0.241, -0.307, 0.179], [-0.236, 0.394, -0.132], [-0.072, 0.007, 0.145], [0.045, -0.197, 0.049], [0.112, 0.249, -0.114], [0.195, -0.020, -0.412], [0.047, -0.237, -0.071], [0.014, -0.024, -0.407], [0.268, 0.008, 0.025], [0.227, -0.012, -0.059], [0.177, 0.053, -0.486], [-0.007, -0.002, -0.129], [-0.152, -0.032, -0.047], [-0.104, 0.051, -0.016], [-0.082, 0.047, 0.090], [0.090, 0.008, 0.112], [0.167, -0.147, 0.012], [-0.096, 0.157, -0.008], [0.080, 0.170, 0.292], [-0.105, 0.168, -0.113], [-0.096, 0.239, -0.090], [-0.205, -0.041, -0.145], [-0.019, -0.074, -0.071], [-0.146, -0.190, -0.394], [-0.064, 0.158, -0.072], [-0.041, -0.295, -0.176], [0.053, -0.283, -0.178], [-0.335, 0.403, 0.056], [0.268, 0.289, 0.043], [0.263, 0.316, -0.168], [-0.279, -0.056, 0.133]], "charge": 1, "e_homo_ev": -11.2, "gap_ev": 7.76, "e_lumo_ha": -0.125, "total_energy_ev": -73699.26778}

2.
{"formula": "C3H12NOS", "method": "the ωB97M-V functional and the def2-TZVPD basis", "elements": ["C", "C", "C", "S", "N", "H", "H", "H", "H", "H", "H", "H", "H", "H", "H", "H", "H", "O"], "positions_angstrom": [[0.7802, 0.2143, 0.2170], [-0.1628, -0.0659, -0.9681], [0.0756, 0.9511, -2.0473], [-0.7028, 2.5600, -1.5922], [0.9945, -1.1606, 0.8945], [1.7737, 0.5148, -0.1396], [0.4215, 0.8952, 1.0107], [-1.1715, -0.2798, -0.5988], [-0.0299, -1.0818, -1.3667], [-0.1809, 0.6756, -3.0820], [1.1276, 1.0785, -2.3232], [-1.3594, 2.1558, -0.4818], [0.3375, -1.3906, 1.6086], [1.1674, -1.8834, 0.1865], [1.8511, -1.1831, 1.4688], [-1.6284, 0.1140, 2.3817], [-1.8745, -1.3325, 2.7428], [-1.4189, -0.7817, 2.0892]], "atomic_forces_ev_per_a": [[-0.044, -1.387, 0.210], [0.245, -0.999, 0.294], [-0.483, 0.667, -1.220], [0.302, -0.033, -0.076], [2.781, 0.595, -0.025], [-0.351, 0.065, 0.182], [0.135, -0.320, -0.664], [-0.282, 1.220, -0.147], [1.009, 0.085, -0.130], [-1.254, -0.286, 0.609], [0.343, 0.307, 1.214], [0.177, -0.103, -0.382], [-1.947, -0.257, 0.102], [-0.618, 0.060, 0.270], [0.129, 0.437, -0.457], [-0.015, 0.039, -0.076], [0.000, -0.039, -0.202], [-0.127, -0.052, 0.498]], "charge": 1, "e_homo_ev": -12.3, "gap_ev": 8.81, "e_lumo_ha": -0.127, "total_energy_ev": -17671.46264}

3.
{"formula": "H41O21", "method": "the ωB97M-V functional and the def2-TZVPD basis", "elements": ["O", "H", "H", "O", "H", "H", "O", "H", "H", "O", "H", "H", "O", "H", "H", "O", "H", "H", "O", "H", "H", "O", "H", "H", "O", "H", "H", "O", "H", "H", "O", "H", "H", "O", "H", "H", "O", "H", "H", "O", "H", "H", "O", "H", "H", "O", "H", "O", "H", "H", "O", "H", "H", "O", "H", "H", "O", "H", "H", "O", "H", "H"], "positions_angstrom": [[2.8552, -1.1770, -1.9396], [1.8882, -0.8396, -1.9162], [2.9677, -1.1460, -2.8681], [-1.8715, 0.9258, -4.5921], [-2.7958, -2.6545, 1.0084], [-1.3680, 1.3471, -3.8493], [3.0056, 3.9808, 1.1386], [1.0205, -0.2042, 2.4227], [2.3373, 4.3695, 1.7923], [0.3925, 0.5986, 2.6521], [2.4891, 3.2002, 1.1284], [2.2967, 1.2512, -2.3056], [-1.0928, -1.2614, -2.4963], [-1.4670, -1.5997, -1.7473], [-0.2616, -0.5463, -2.3367], [0.5408, 0.1156, -1.5350], [0.5766, -1.2282, -0.2719], [-0.0690, 0.6161, -1.0586], [-0.0188, -1.1787, 0.5603], [-0.3912, 2.9142, 3.9024], [-1.4392, 0.2148, -5.1622], [-0.9092, 3.4698, 3.3318], [0.5929, 1.1317, 1.8886], [-1.4567, 2.9401, 2.7171], [0.7297, 2.9380, 0.3512], [1.1580, 2.1809, -0.0703], [0.7919, 3.6576, -0.3252], [1.8168, 2.0713, -2.5618], [-0.1711, -0.1974, 0.2704], [1.1158, 2.0410, -1.9610], [-2.0892, 1.2258, -2.1455], [-1.8199, 0.5828, 2.6551], [-3.0111, 1.2792, -1.9005], [0.2422, -3.4678, 4.0308], [0.6494, -2.8694, 4.7482], [0.8733, -3.1131, 3.3415], [-1.2121, 3.6788, -2.3806], [-1.3822, 3.0035, -1.7220], [-1.1688, 3.2072, -3.2539], [0.3844, -0.6998, 5.2546], [0.6843, -0.4513, 4.3178], [0.0385, 0.1620, 5.3512], [1.3259, -4.1951, -1.1035], [1.4300, -4.3316, -2.0706], [0.3877, -4.3709, -1.2431], [-2.7079, 0.6753, 2.3912], [-3.2843, 0.6466, 3.1375], [2.4517, -1.0454, 2.6843], [3.0866, -1.2333, 1.9270], [2.8340, -0.2942, 3.2271], [-0.4037, -1.9595, -4.8254], [-0.7453, -1.8588, -3.6948], [-0.2303, -2.8305, -4.5425], [-4.4012, 0.7075, -0.0263], [-4.9659, 1.2734, 0.4251], [-3.8549, 0.1718, 0.5395], [3.4599, -1.5487, 0.5250], [2.8155, -1.5481, -0.2533], [3.6770, -2.4972, 0.6347], [-2.4899, -3.3671, 0.3927], [-1.6251, -3.3095, 0.1682], [-2.2120, 0.4462, -2.7568]], "atomic_forces_ev_per_a": [[-2.412, 0.752, 0.502], [1.392, -0.175, 0.531], [0.727, -0.284, -1.604], [0.226, -0.505, -1.241], [1.249, -0.918, -0.979], [0.101, -1.215, -1.625], [-0.834, 2.035, 2.291], [-1.264, 1.113, 0.477], [1.692, 0.344, -1.115], [1.046, -1.537, -0.033], [-0.341, -1.945, -0.945], [-0.497, 0.816, -0.418], [1.212, 0.648, -4.436], [-1.188, -1.242, 3.218], [-0.657, -0.500, 1.497], [2.344, -0.810, -1.388], [-1.135, -0.660, 1.537], [-1.825, 1.483, 0.585], [0.904, 2.251, -2.321], [0.113, -0.769, -0.070], [-0.031, 1.500, 1.804], [-0.842, 0.706, -0.675], [-0.166, 0.904, -0.272], [0.727, 0.053, 0.698], [-0.437, 0.141, -0.715], [0.035, 0.074, -0.251], [-0.027, -0.796, 0.699], [2.881, 0.015, -1.199], [-0.334, -2.699, 1.732], [-1.925, -0.189, 0.844], [-0.801, -1.494, -0.075], [2.041, -0.480, 0.761], [-0.624, 0.698, 0.810], [2.669, 2.263, 0.566], [-1.504, -1.367, -0.896], [-1.205, -0.859, 0.261], [0.542, 0.423, -1.227], [-0.149, -0.355, -0.284], [-0.142, 0.670, 1.549], [1.358, -0.106, -2.555], [-0.225, -1.428, 1.413], [-1.146, 1.575, 1.339], [-0.749, -0.487, -1.927], [1.504, 0.431, 0.484], [-0.727, 0.133, 1.487], [-1.569, 0.399, -1.670], [-0.211, -0.085, 0.914], [0.758, 1.361, 1.832], [-0.872, 0.405, 0.060], [-0.469, -1.455, -0.948], [-1.115, 1.186, 2.991], [0.125, 1.357, -2.506], [0.848, -2.371, -0.770], [1.021, -1.364, -2.659], [-1.162, 1.270, 1.684], [0.196, 0.238, 0.819], [-0.166, -1.407, -1.149], [1.458, 0.095, 1.135], [-0.127, 0.661, -0.300], [-5.314, -0.014, 1.434], [4.169, 1.041, -0.405], [0.851, 0.474, 0.703]], "charge": -1, "e_homo_ev": -7.2, "gap_ev": 9.27, "e_lumo_ha": 0.077, "total_energy_ev": -43662.21243}

4.
{"formula": "C7H14N2O", "method": "the ωB97M-V functional and the def2-TZVPD basis", "elements": ["C", "C", "C", "C", "C", "N", "N", "C", "C", "O", "H", "H", "H", "H", "H", "H", "H", "H", "H", "H", "H", "H", "H", "H"], "positions_angstrom": [[0.2427, 1.9347, 0.1383], [0.5176, 0.6267, 0.1471], [1.1125, -0.3121, -0.8550], [-0.0655, -0.0065, -1.7346], [-1.3256, -0.5520, -1.6053], [-1.6191, -1.6921, -0.8933], [-2.3938, -0.0095, -2.3012], [0.4665, -0.1715, 1.6455], [1.9097, -0.3177, 2.1302], [-0.3114, 0.5807, 2.5448], [-0.3389, 2.3696, -0.6583], [0.3468, 2.5929, 0.9858], [2.0594, 0.0607, -1.2435], [1.1603, -1.3592, -0.5479], [0.1603, 0.5434, -2.6398], [-0.8345, -2.1014, -0.4128], [-2.4545, -2.2103, -1.1169], [-3.3177, -0.1974, -1.9389], [-2.2299, 0.9512, -2.5772], [-0.0118, -1.1565, 1.6206], [2.4607, -1.0325, 1.5221], [2.4333, 0.6366, 2.0585], [1.9511, -0.6476, 3.1685], [0.0817, 1.4697, 2.5632]], "atomic_forces_ev_per_a": [[-0.619, 0.186, -0.553], [1.764, -2.421, 4.792], [-2.034, 1.002, -0.501], [-1.121, -1.758, -2.228], [1.553, 0.239, -0.875], [0.089, 0.713, 0.594], [-0.050, 0.039, -0.418], [0.827, 2.044, -1.176], [-0.034, -0.037, 0.065], [0.285, 0.296, 0.286], [0.960, 0.389, -0.710], [-0.551, -0.329, 0.634], [-0.135, -0.224, -0.067], [0.246, 0.103, 0.244], [-0.523, 0.604, 0.286], [-0.472, -0.440, -0.173], [0.395, -0.031, 0.214], [0.198, 0.181, 0.016], [-0.300, -0.307, 0.111], [-0.050, 0.198, -0.613], [0.044, -0.070, -0.070], [-0.023, 0.079, 0.028], [-0.083, -0.087, 0.013], [-0.367, -0.369, 0.100]], "e_homo_ev": -6.6, "gap_ev": 7.42, "smiles": "C=C(CC=C(N)N)[C@@H](C)O", "e_lumo_ha": 0.032, "total_energy_ev": -12510.27299}

5.
{"formula": "C6H13NO", "method": "the ωB97M-V functional and the def2-TZVPD basis", "elements": ["C", "C", "C", "N", "H", "H", "H", "H", "H", "H", "H", "C", "C", "C", "O", "H", "H", "H", "H", "H", "H"], "positions_angstrom": [[-1.8075, 0.8518, 1.9049], [-1.6713, 0.7400, 0.4000], [-2.0342, 1.7544, -0.4217], [-1.9417, 1.8124, -1.8385], [-2.2960, 1.7819, 2.2620], [-2.5490, 0.0573, 2.3374], [-0.8210, 0.7522, 2.3277], [-1.4556, -0.2519, -0.0296], [-2.3810, 2.6948, -0.0019], [-2.7632, 2.3314, -2.1833], [-1.9710, 0.8862, -2.2688], [2.2180, -0.3447, -1.1368], [1.9341, -1.1739, -0.0623], [0.7345, -2.0982, 0.0885], [2.9134, -1.3266, 0.8947], [1.5085, -0.3986, -1.9714], [3.1264, 0.2751, -1.2323], [0.0523, -1.9863, -0.8226], [1.0806, -3.1634, 0.0620], [0.0895, -1.7696, 0.9631], [2.4236, -1.6591, 1.6343]], "atomic_forces_ev_per_a": [[-1.860, -0.960, 0.220], [-1.391, 0.843, -0.782], [0.631, -0.901, 0.396], [-1.101, -0.160, 0.222], [0.648, -0.176, -0.533], [1.632, 0.953, -0.778], [0.168, -0.118, 0.679], [0.197, 0.601, 0.234], [0.130, -0.056, 0.112], [0.751, -0.299, 0.022], [0.177, 0.308, 0.193], [-1.093, -1.777, 1.517], [1.350, 1.430, -2.760], [-0.866, 0.681, -1.248], [-0.657, 0.320, -0.400], [0.357, 0.357, 0.372], [-0.652, -0.580, 0.294], [0.980, -0.048, 1.174], [-0.432, 0.870, 0.620], [0.914, -0.868, -0.689], [0.119, -0.420, 1.135]], "e_homo_ev": -8.2, "gap_ev": 9.04, "smiles": "C/C=C/N.C=C(C)O", "e_lumo_ha": 0.031, "total_energy_ev": -9968.53965}